Entry 1:
5
Properties=species:S:1:pos:R:3:mulliken_charge:R:1 method="wB97M-V/def2-TZVPD" de_lowest_kj_mol=72.8 orbital_gap_ev=9.27 smiles="O=S(F)#[N+][O-]" homo_ha=-0.3651 total_charge=0
S 0.0662 0.0473 -0.8709 0.599
F 1.6384 -0.2186 -0.8340 -0.187
O -0.8841 1.1378 1.1829 -0.278
O -0.6591 -1.2528 -0.3754 -0.452
N -0.1613 0.2862 0.8974 0.318

---

Entry 2:
95
Properties=species:S:1:pos:R:3:mulliken_spin:R:1 method="wB97M-V/def2-TZVPD" multiplicity=4 orbital_gap_ev="5.78 / 7.49" s2=3.757 homo_ha="-0.1341 / -0.2237" total_charge=-1
Pt 1.5648 1.2878 -4.2132 2.429
O 0.3080 0.9542 -2.4052 0.352
O 0.9624 -2.5841 3.7818 0.000
O -2.7493 1.2766 -2.4879 -0.002
O 2.7211 -1.9867 1.6171 0.000
O -2.7163 1.5463 4.6232 0.000
O -0.3422 3.8229 -1.9429 0.007
O -4.4954 -3.3498 1.4587 0.000
O 0.2108 4.8671 4.2747 0.000
O -0.4338 -2.9857 -4.9209 0.004
O 4.1620 -1.3314 -3.8283 -0.005
C -2.6488 3.1844 2.8793 0.000
C -4.0448 -0.6403 -3.0421 0.001
C -3.3289 0.6293 -3.5645 -0.004
C 0.3157 0.7528 0.0833 0.020
C 4.6849 -2.5133 -1.8659 0.004
C -0.6499 -1.5788 5.0710 0.000
C 3.7681 -2.4111 -3.0190 0.001
C 1.4253 3.0462 3.4737 0.000
C -0.7936 4.1589 -0.7149 0.007
C 0.3029 0.1154 -1.3041 0.012
C -3.2774 -3.3756 0.7295 0.000
C -0.5258 -3.0023 -3.5015 0.004
C -2.3543 1.7338 3.2634 0.000
C -1.2703 -4.2455 -3.0257 0.000
C 1.4928 4.4731 3.9131 0.000
C 3.4437 0.0976 2.2906 0.000
C 0.1026 -1.5412 3.7622 0.000
C -2.9317 -2.0398 0.1164 -0.001
C 3.4646 -0.8975 1.1466 -0.002
C 0.4305 4.6060 0.1002 -0.004
B 1.6661 -0.7431 -5.2291 0.170
H 2.4292 0.4396 2.4951 0.000
H -2.5406 -3.7904 1.4175 0.000
H 0.9291 2.4996 4.2757 0.000
H -4.8296 -0.9475 -3.7334 0.000
H -4.3844 -0.4742 -2.0198 0.000
H 1.5091 -0.8198 -4.1644 -0.023
H -2.6657 3.3429 1.8011 0.000
H -1.2950 3.2600 -0.3563 -0.001
H -1.5383 -4.0760 -1.9828 0.000
H -0.3134 2.8677 -1.8511 -0.027
H 0.8637 5.5351 -0.2703 0.001
H 0.4620 -3.0162 -3.0408 0.000
H -1.3618 -0.7651 5.2096 0.000
H 1.2072 1.3595 0.2424 0.005
H -2.2180 -4.3602 -3.5519 0.000
H -1.8133 1.0770 -2.5631 -0.009
H -0.6348 1.2722 0.2055 0.003
H -0.6203 -5.1177 -3.0955 0.000
H -1.5201 4.9686 -0.7841 -0.001
H -3.6120 3.4578 3.3101 0.000
H -3.8261 -1.6069 -0.3316 0.000
H 0.6175 -0.5825 3.7013 0.000
H -1.9366 3.8287 3.3949 0.000
H 4.6569 -1.5837 -1.2975 -0.001
H -2.5796 -1.3254 0.8606 0.000
H -2.1128 -2.1700 -0.5912 0.004
H -2.6505 0.3613 -4.3746 0.001
H -0.6323 -1.7046 2.9739 -0.001
H 2.7287 -2.7213 0.9991 0.000
H -4.0060 1.3251 -4.0600 0.000
H 3.1193 -0.4575 0.2110 0.003
H 3.8150 -3.2916 -3.6598 0.001
H 3.8784 -0.3395 3.1896 0.000
H 2.7570 -2.2680 -2.6377 -0.003
H 0.2380 4.7335 1.1654 -0.001
H 0.1754 -2.2649 -5.0967 -0.008
H -4.3124 -3.0913 2.3649 0.000
H 0.2598 5.8114 4.4403 0.000
H -0.6070 -0.4779 -1.3944 -0.018
H 2.1070 4.6249 4.8007 0.000
H 0.8869 -0.1497 -5.6819 0.003
H 2.4377 2.6701 3.3264 0.000
H 1.2486 3.8989 -0.0371 0.003
H 0.2537 -0.0088 0.8607 -0.009
H 0.0360 -1.5185 5.9161 0.000
H 1.6683 -2.3949 3.1593 0.000
H -3.2943 -1.4222 -2.9258 0.000
H 1.1180 -0.6083 -1.3103 0.001
H -1.2961 1.5384 3.0898 0.000
H -0.9380 -2.1201 -3.0117 -0.004
H 0.8823 2.9304 2.5357 0.000
H 4.4178 -3.3250 -1.1893 0.000
H -2.8270 0.9578 2.6614 0.000
H 5.7214 -2.7034 -2.1443 0.000
H -2.1883 2.1356 5.1669 0.000
H 3.4821 -1.2619 -4.5025 -0.005
H 4.5029 -1.1708 0.9589 0.000
H -1.2274 -2.4919 5.2153 0.000
H -3.4678 -4.0572 -0.0996 0.000
H 2.5479 -0.1219 -5.2582 0.057
H 1.8999 5.1099 3.1277 0.000
H 4.0773 0.9690 2.1249 0.000
H 1.8512 -1.6943 -5.7038 0.032

---

Entry 3:
133
Properties=species:S:1:pos:R:3:mulliken_charge:R:1 method="wB97M-V/def2-TZVPD" de_lowest_kj_mol=116.5 orbital_gap_ev=10.64 homo_ha=-0.4056 total_charge=0
O -3.2569 8.8345 28.3502 -0.549
O -1.5347 18.4437 22.0837 -0.602
O -6.0052 8.1344 17.9246 -0.642
O -3.7984 12.3237 20.1854 -0.510
O -8.7858 8.4840 25.5273 -0.582
O 0.0058 17.7742 20.7908 -0.645
O 0.3247 14.7199 25.2340 -0.542
O -0.8903 9.0299 20.2207 -0.577
O -0.6218 14.2123 17.9917 -0.452
O -10.5001 9.5594 24.7892 -0.563
O -3.0441 10.7093 25.5197 -0.326
O -2.9588 7.9313 26.3539 -0.510
O -8.5199 12.8114 16.9492 -0.511
O -0.1083 9.8677 22.0691 -0.565
O -2.1428 11.8635 21.5102 -0.501
O -4.0807 9.9836 22.6265 -0.208
O -8.4431 12.8195 14.8463 -0.551
O -6.9887 11.6470 22.4723 -0.405
O 0.6289 17.1174 16.3919 -0.593
O -9.0766 14.0547 26.3930 -0.480
O -4.0912 16.4475 19.0347 -0.502
O -6.4211 6.6021 21.2747 -0.544
O -0.1527 12.2400 17.4154 -0.514
O -11.0863 13.9081 25.6695 -0.541
O -6.7988 5.4038 23.0590 -0.584
O -1.5030 11.5760 26.7623 -0.574
O -1.7317 14.2554 24.6979 -0.324
O -3.8303 13.8030 28.4006 -0.507
O -2.5865 12.5053 16.3016 -0.585
O -4.8054 11.9432 28.5463 -0.495
O -5.8985 17.2575 18.2020 -0.543
O -4.9198 15.8109 23.9173 -0.573
O -6.5851 16.2419 25.2394 -0.599
O -5.1280 8.9055 24.2396 -0.272
O -8.0285 13.4103 22.6669 -0.547
O -1.4496 16.5779 15.9723 -0.533
O -7.6922 9.1620 18.7889 -0.675
O -4.4901 12.0610 17.2150 -0.407
N -3.1816 12.3996 21.2348 1.318
N -6.5443 8.8772 18.7709 1.274
N -0.8965 14.7836 25.3652 0.821
N -4.2180 9.1115 23.4456 0.665
N -0.5799 17.1393 16.6502 1.043
N -8.2965 12.2529 15.9009 0.914
N -3.3557 11.7358 16.9289 0.925
N -7.8195 12.3837 22.0910 0.884
N -3.9295 12.7032 28.9121 0.917
N -1.9013 11.0742 25.7183 0.863
N -10.0247 14.4614 25.7389 0.863
N -3.6481 8.3277 27.3247 0.949
N -9.4878 9.4825 25.4241 0.975
N -5.7954 15.4817 24.7215 1.106
N -0.9983 17.5955 21.4294 1.094
N -0.1850 9.7847 20.8491 1.009
N -6.9341 6.3968 22.3556 0.967
N -5.1624 16.3539 18.3732 0.835
N -0.1346 13.4134 17.2162 0.945
C -5.7191 9.4513 19.8463 -0.292
C -1.3773 15.4315 26.6952 -0.697
C -9.7813 15.6244 24.7681 -0.495
C -5.8105 14.0574 25.2568 -0.292
C -0.8899 10.9026 24.6282 -0.932
C -7.8764 10.8212 15.8136 -0.388
C -7.9272 7.4620 22.8586 -0.485
C -1.6419 16.2948 21.3592 -0.512
C -8.9832 10.7211 26.0496 -0.316
C -5.0972 8.1418 27.0747 -0.683
C -8.5685 11.9949 20.8534 -0.752
C -5.4364 15.0029 17.8275 -0.439
C -3.8250 13.1776 22.2782 0.380
C 0.3738 13.9851 15.9597 -0.949
C -3.1958 8.0401 23.3104 -0.876
C -2.8462 12.2328 29.8220 -0.669
C 0.6693 10.7369 20.0661 -0.667
C -2.8738 10.4232 17.4913 -0.644
C -1.0062 17.8414 17.8915 -0.717
H -8.5605 12.9140 20.2712 0.364
H -3.7580 9.8046 17.5246 0.213
H -0.8588 9.8004 24.5206 0.337
H -0.2216 17.6901 18.6299 0.358
H -8.0398 11.1927 20.3204 0.073
H -8.9917 16.2756 25.1142 0.197
H -6.8623 10.7632 15.4083 0.210
H 1.0779 10.2023 19.2387 0.332
H -1.4813 15.8341 20.3805 -0.008
H -3.1697 13.1013 23.2030 -0.578
H -9.4652 15.0960 23.8768 0.147
H -2.1958 8.4505 23.5436 0.066
H -5.6697 7.9429 27.9864 0.351
H -1.2364 11.3450 23.6964 0.114
H -6.1232 14.0760 26.2671 0.445
H -4.5996 14.6346 17.2404 0.171
H -2.4603 15.4660 26.7680 0.205
H -3.3336 7.2462 24.0231 0.413
H -2.6595 16.4251 21.6271 0.357
H 0.0031 11.3034 24.8707 0.489
H -6.4991 13.4871 24.5919 -0.116
H -1.0614 15.6869 22.0651 0.343
H -4.8170 13.6529 25.2473 -0.020
H -9.7177 11.2252 26.6514 0.325
H -5.4542 9.0728 26.5550 0.154
H -0.9934 16.4319 26.7934 0.333
H -10.7091 16.0796 24.6401 0.344
H -0.8441 18.8899 17.7907 0.358
H -5.6450 10.5848 19.6922 0.102
H -0.0323 11.5422 19.6265 0.115
H -0.9216 14.6991 27.4295 0.255
H -2.0016 17.5506 18.2108 0.125
H -2.4516 13.1070 30.3475 0.302
H -6.1062 9.3288 20.8543 -0.565
H -3.1642 11.4217 30.4306 0.284
H -6.3864 15.0753 17.3361 0.342
H -8.5979 10.4420 15.0995 0.328
H -5.2048 7.3057 26.3952 0.292
H -8.6057 11.3363 25.2444 -0.050
H 1.1327 14.7114 16.2207 0.303
H -8.1358 7.1915 23.9363 0.350
H -8.7501 7.3203 22.1299 0.382
H 0.7560 13.1788 15.3951 0.352
H -2.5161 10.6835 18.4775 0.174
H -7.9475 10.3609 16.7847 0.034
H 1.4031 11.1599 20.7588 0.315
H -7.4190 8.4042 22.6617 -0.095
H -3.8613 14.2927 22.0321 0.118
H -2.0485 11.9726 29.1053 0.195
H -5.4797 14.4695 18.7481 0.105
H -4.8260 12.7307 22.4371 -0.198
H -0.4728 14.4487 15.4809 0.325
H -8.0875 10.4115 26.6012 0.198
H -3.3126 7.5212 22.3433 0.318
H -4.7613 8.9624 19.8330 0.681
H -2.0972 10.0269 16.8454 0.297
H -9.5581 11.6713 21.1724 0.330

---

Entry 4:
32
Properties=species:S:1:pos:R:3:mulliken_charge:R:1 method="wB97M-V/def2-TZVPD" de_lowest_kj_mol=137.0 orbital_gap_ev=9.34 homo_ha=-0.6363 total_charge=+2
S -0.8692 -2.1089 -0.6576 -0.186
S -0.1230 2.5844 0.1946 -0.049
N 1.1755 0.2668 -0.6302 0.373
N -2.5681 0.3358 0.2112 0.263
C -3.2293 -0.3828 1.3939 -0.706
C 2.3079 0.0495 0.4622 0.046
C 1.6250 0.9806 -1.9000 -0.931
C -0.1027 0.8451 -0.1791 -0.205
C 2.9694 -1.3702 0.0637 -1.303
C -3.5271 0.5032 -0.9187 -0.744
C -1.2031 0.0915 -0.1206 -0.650
C 1.6844 -0.0897 1.8890 -1.000
H 3.5714 -1.2466 -0.8545 0.359
H 1.0432 2.6024 0.7153 0.209
H -3.1436 1.2998 -1.6724 0.301
H 3.7217 -1.4047 0.8680 0.451
H 2.4079 -2.3023 0.2081 0.356
H -4.4051 1.0448 -0.4876 0.405
H 2.3575 -0.4241 2.7100 0.405
H -3.7748 -0.5118 -1.4660 0.329
H 0.7108 1.2654 -2.4532 0.343
H -3.8177 -1.2522 1.0245 0.358
H -2.4851 -0.7519 2.1766 0.290
H 1.2096 0.8371 2.2554 0.266
H 0.8214 -0.5733 -1.0442 0.377
H -2.2786 1.2810 0.6619 0.533
H 0.9579 -0.9186 1.7445 0.349
H -1.3365 -2.2681 -1.9490 0.252
H 2.3721 0.4224 -2.5053 0.382
H 2.2097 1.9137 -1.6084 0.421
H 3.1962 0.6089 0.0800 0.313
H -3.9799 0.4138 1.8431 0.395

---

Number 1: DFT total energy -19133.616 eV. Number 2: DFT total energy -46151.648 eV. Number 3: DFT total energy -126690.785 eV. Number 4: DFT total energy -33250.197 eV.